{"formula": "C6H14N2O2", "method": "ωB97M-V/def2-TZVPD", "e_tot_ev": -13523.2384, "orbital_gap_ev": 9.61, "e_above_lowest_kj_mol": 230.2, "smiles": "CNC(C)=O.CNC(C)=O", "elements": ["C", "C", "C", "O", "N", "H", "H", "H", "H", "H", "H", "H", "C", "C", "C", "O", "N", "H", "H", "H", "H", "H", "H", "H"], "coordinates": [[-0.997, -1.426, 1.493], [0.460, 1.906, 2.392], [-0.782, 0.069, 1.378], [-1.406, 0.916, 0.781], [0.228, 0.503, 2.183], [-0.266, -2.081, 1.014], [0.697, -0.274, 2.681], [1.408, 2.259, 1.882], [-1.114, -1.717, 2.537], [-1.874, -1.864, 1.047], [-0.531, 2.447, 2.091], [0.424, 1.985, 3.589], [-1.080, -1.357, -1.618], [1.747, 0.925, -2.236], [0.955, -0.226, -2.246], [0.993, -1.146, -3.028], [-0.235, -0.183, -1.410], [-0.509, 0.584, -0.788], [-2.153, -1.145, -1.306], [2.780, 0.820, -2.721], [-1.105, -1.761, -2.622], [-0.787, -2.369, -1.188], [1.310, 1.835, -2.664], [1.838, 1.301, -1.240]], "lowdin_charge": [-0.02, -0.10, -0.55, 0.01, -0.04, 0.08, 0.15, 0.09, 0.08, 0.07, 0.11, 0.12, -0.14, -0.03, -0.55, 0.05, 0.02, 0.09, 0.10, 0.13, 0.06, 0.09, 0.10, 0.07]}